No. 1
Below is 2 unconnected molecules or ions with the total composition C4H13NO at a distorted geometry, with properties calculated with ωB97M-V with the def2-TZVPD basis set.

```
19
Properties=species:S:1:pos:R:3
C 0.298 1.198 0.303
C 0.999 0.062 -0.476
C 0.974 -1.242 0.326
C 0.350 0.020 -1.948
N 0.404 1.224 1.860
H -0.761 1.486 -0.020
H 1.026 2.043 -0.058
H 2.082 0.458 -0.747
H -0.085 -1.338 0.676
H 1.688 -1.250 1.193
H 1.260 -2.093 -0.222
H 0.329 0.979 -2.302
H 0.858 -0.678 -2.639
H -0.767 -0.305 -1.871
H 0.138 0.410 2.291
H 0.050 1.973 2.369
H -2.914 -0.212 0.666
H -2.689 -1.634 -0.009
O -3.240 -1.103 0.609
```

As for the expectation value of S²: 0.75. As for the spin multiplicity: 2. The calculation puts the LUMO energy (alpha / beta) at 4.293 / 4.124 eV. As for the charge: -1.

***

No. 2
Below is a molecular structure, C6H10N2 at a distorted geometry, with properties calculated with ωB97M-V with the def2-TZVPD basis set.

```
18
Properties=species:S:1:pos:R:3
C 1.407 1.844 0.209
C 0.437 1.058 -0.541
C -0.146 -0.382 0.061
C -1.202 -0.617 -0.951
C -1.200 -0.302 1.172
C 1.072 -1.150 0.222
H 1.015 2.231 1.179
H 1.631 2.868 -0.098
H 2.386 1.215 0.677
H 1.127 0.559 -1.507
H -0.542 1.474 -1.135
H -1.730 -1.577 -0.894
H -1.082 0.020 -1.974
H -3.013 0.264 -0.092
H -1.105 0.245 2.319
H -1.875 -1.575 1.267
N -2.003 0.486 -0.031
N 2.143 -1.690 -0.079
```

The calculation puts the LUMO energy at 0.554 eV.

***

No. 3
Below is C3H5NO in the gas phase at a distorted geometry, with properties calculated with ωB97M-V with the def2-TZVPD basis set.

```
10
Properties=species:S:1:pos:R:3
C -0.856 -0.333 0.375
C -1.278 0.876 -0.230
C 0.773 -0.068 0.216
N 1.183 -0.698 -0.908
O -1.724 1.581 -1.023
H 2.179 -0.547 -1.068
H 0.747 1.107 0.200
H -1.147 -0.380 1.424
H -1.120 -1.244 -0.173
H 1.243 -0.294 1.186
```

The calculation puts the LUMO energy (alpha / beta) at 0.440 / -0.755 eV.

***

No. 4
Below is a molecular structure, C26H32N8O9V, with properties calculated with ωB97M-V with the def2-TZVPD basis set.

```
76
Properties=species:S:1:pos:R:3
V -0.173 0.399 -1.278
C -0.824 1.440 -4.096
C 0.202 2.403 -3.538
N 0.087 2.381 -2.047
C -0.977 3.301 -1.544
C -2.231 2.540 -1.291
C -3.444 3.138 -1.027
C -4.540 2.335 -0.727
C -4.389 0.957 -0.700
C -3.150 0.421 -0.994
C -2.864 -1.049 -0.983
N -1.414 -1.276 -1.278
C -1.210 -1.980 -2.587
C -1.457 -0.972 -3.686
N -0.538 0.159 -3.411
N -2.099 1.200 -1.299
H -0.731 1.338 -5.178
H -1.847 1.743 -3.874
H 0.072 3.420 -3.906
H 1.207 2.080 -3.801
H 0.974 2.677 -1.639
H -1.146 4.099 -2.268
H -0.624 3.778 -0.629
H -3.531 4.216 -1.045
H -5.500 2.784 -0.509
H -5.216 0.304 -0.453
H -3.473 -1.559 -1.732
H -3.106 -1.490 -0.014
H -1.042 -1.855 -0.501
H -1.876 -2.841 -2.645
H -0.185 -2.352 -2.617
H -2.482 -0.598 -3.666
H -1.278 -1.397 -4.674
H 0.397 -0.110 -3.717
C 2.246 -4.414 -1.409
C 2.575 -4.146 0.053
C 2.569 -2.641 0.428
C 2.867 -2.467 1.941
C 2.935 -1.013 2.385
C 3.702 -1.968 -0.349
O 4.837 -2.289 -0.283
N 3.369 -0.844 -1.225
C 2.134 -0.446 -1.350
O 1.674 0.531 -2.065
N 1.090 -0.996 -0.710
C 1.184 -2.091 0.157
O 0.165 -2.519 0.646
H 2.295 -5.481 -1.619
H 2.953 -3.928 -2.087
H 1.230 -4.091 -1.661
H 3.568 -4.523 0.298
H 1.864 -4.644 0.712
H 3.811 -2.976 2.135
H 2.088 -3.006 2.481
H 3.773 -0.480 1.930
H 3.070 -0.952 3.464
H 2.006 -0.478 2.149
H 4.137 -0.388 -1.713
O 1.424 2.715 0.702
C 0.649 1.986 1.201
O -0.094 1.110 0.239
C 0.217 1.719 2.561
C 0.844 2.407 3.604
C 0.417 2.153 4.889
C -0.602 1.261 5.184
C -1.197 0.607 4.119
C -0.807 0.809 2.818
N -2.308 -0.349 4.357
O -2.819 -0.838 3.364
O -2.600 -0.576 5.498
N 1.082 2.876 6.009
O 1.958 3.646 5.697
O 0.686 2.621 7.118
H 1.639 3.123 3.438
H -0.913 1.091 6.207
H -1.312 0.255 2.044
```

The calculation puts the LUMO energy at -11.836 eV. As for the charge: +3.

***

No. 5
Below is C2H4ClN2P in the gas phase at a distorted geometry, with properties calculated with ωB97M-V with the def2-TZVPD basis set.

```
10
Properties=species:S:1:pos:R:3
C -0.779 1.180 0.080
C -0.546 -0.395 0.269
N -0.150 1.939 -0.614
N 0.371 -0.959 -0.634
P 1.976 -0.533 -0.830
Cl 2.494 -0.066 1.032
H -1.616 1.420 0.741
H -0.180 -0.487 1.294
H -1.523 -0.870 0.178
H -0.046 -1.230 -1.517
```

As for the expectation value of S²: 2.01. As for the spin multiplicity: 3. The calculation puts the LUMO energy (alpha / beta) at 0.810 / -1.123 eV.

***

No. 6
Below is 4 unconnected molecules or ions with the total composition C31H50F14N2O17P4S at a distorted geometry, with properties calculated with ωB97M-V with the def2-TZVPD basis set.

```
119
Properties=species:S:1:pos:R:3
C -1.386 1.411 -4.792
C -2.823 0.742 -4.488
O -3.378 0.121 -5.427
O -3.457 0.802 -3.189
C -2.802 -0.278 -2.420
C -3.701 -0.803 -1.195
C -3.743 0.209 0.064
C -4.876 -0.211 1.164
C -4.770 -1.749 1.627
C -4.622 -1.959 3.223
C -3.429 -1.017 3.719
C -2.128 -0.984 2.876
C -0.881 -0.105 3.257
N 0.281 -0.191 2.417
C 1.372 0.611 2.876
P 2.967 0.495 1.833
O 3.520 1.863 1.417
O 4.143 -0.512 2.569
O 2.551 -0.319 0.366
C 1.268 1.488 4.159
C 2.606 2.308 4.590
C 2.764 3.718 3.846
C 2.122 4.970 4.669
F 2.923 6.099 4.336
F 2.267 4.794 6.100
C 0.556 5.108 4.380
F 0.071 4.301 3.296
F -0.115 4.572 5.545
C 0.002 6.646 4.296
F -1.377 6.541 4.580
F 0.577 7.281 5.464
C 0.469 7.467 3.030
F 1.459 8.416 3.478
F 1.201 6.632 2.109
S -0.780 8.426 2.036
F 0.262 9.772 2.025
F 0.011 7.946 0.608
F -1.830 7.156 1.859
F -1.548 9.085 3.348
F -1.806 9.320 1.061
N 0.147 1.631 5.032
C -0.909 0.799 4.516
C -2.253 0.773 5.366
C -3.481 -0.099 4.991
F -4.644 -0.107 5.812
H -1.435 2.562 -4.847
H -0.579 1.095 -4.047
H -1.021 1.068 -5.831
H -2.705 -1.164 -3.161
H -1.739 0.038 -2.082
H -4.766 -0.976 -1.576
H -3.279 -1.843 -0.906
H -4.093 1.234 -0.347
H -2.708 0.363 0.524
H -5.886 -0.096 0.606
H -4.897 0.549 2.016
H -5.766 -2.263 1.326
H -3.948 -2.348 1.078
H -5.610 -1.642 3.736
H -4.480 -3.071 3.443
H -2.072 -1.642 1.928
H 4.591 -0.943 1.792
H 2.141 0.333 -0.259
H 2.609 2.350 5.730
H 3.534 1.678 4.295
H 3.901 3.950 3.827
H 2.446 3.718 2.740
H -2.332 1.405 6.312
C 5.253 7.758 3.096
O 6.107 6.640 3.320
P 7.487 6.606 2.285
O 7.100 5.230 1.748
O 8.488 6.445 3.569
C 8.162 5.519 4.592
O 8.859 6.715 1.260
C 8.577 6.754 -0.133
H 4.403 7.693 3.775
H 5.795 8.687 3.293
H 4.889 7.753 2.064
H 7.573 4.677 4.221
H 7.610 6.031 5.385
H 9.086 5.126 5.022
H 7.728 7.411 -0.335
H 8.368 5.749 -0.499
H 9.454 7.147 -0.651
C -3.438 -4.919 -4.663
O -3.141 -5.045 -3.274
P -3.756 -6.494 -2.565
O -4.543 -5.677 -1.543
O -2.277 -6.850 -1.957
C -1.514 -5.826 -1.343
O -4.347 -7.969 -1.921
C -5.749 -8.172 -2.047
H -3.031 -3.973 -5.026
H -2.979 -5.740 -5.220
H -4.521 -4.926 -4.819
H -2.139 -5.049 -0.897
H -0.843 -5.378 -2.081
H -0.902 -6.266 -0.552
H -6.094 -7.866 -3.037
H -6.277 -7.609 -1.277
H -5.957 -9.234 -1.917
C 2.061 -6.970 -7.699
O 1.386 -8.212 -7.876
P -0.041 -8.366 -6.918
O 0.496 -9.628 -6.249
O -0.924 -8.763 -8.237
C -0.407 -9.706 -9.161
O -1.480 -8.378 -5.982
C -1.299 -8.196 -4.583
H 2.955 -6.963 -8.323
H 1.410 -6.144 -8.001
H 2.353 -6.846 -6.652
H 0.267 -10.425 -8.690
H 0.120 -9.180 -9.962
H -1.237 -10.258 -9.606
H -0.565 -7.411 -4.391
H -0.977 -9.131 -4.123
H -2.253 -7.896 -4.148
```

The SMILES is CC(=O)OCCCCCCc1cc2nc(P(=O)(O)O)c(CCC(F)(F)C(F)(F)C(F)(F)C(F)(F)S(F)(F)(F)(F)F)nc2cc1F.COP(=O)(OC)OC.COP(=O)(OC)OC.COP(=O)(OC)OC. The calculation puts the LUMO energy at -2.805 eV.

***

No. 7
Below is a molecular structure, C35H28CrN2O2PS2, with properties calculated with ωB97M-V with the def2-TZVPD basis set.

```
71
Properties=species:S:1:pos:R:3
Cr 0.803 -3.034 -0.154
C 3.402 0.319 -1.460
C 2.370 -0.778 -1.433
N 2.126 -1.434 -0.338
N 2.852 -1.000 0.778
C 2.576 -1.634 1.864
S 1.467 -2.932 2.119
S 3.443 -1.191 3.339
C 4.436 0.243 2.835
C 3.708 1.553 2.948
C 3.193 2.184 1.821
C 2.494 3.378 1.935
C 2.302 3.958 3.180
C 2.818 3.338 4.311
C 3.514 2.145 4.193
C 1.642 -1.044 -2.671
C 1.609 -0.044 -3.660
C 0.937 -0.204 -4.849
C 0.281 -1.416 -5.095
C 0.297 -2.417 -4.159
C 0.952 -2.262 -2.913
O 0.907 -3.242 -2.065
H 4.137 0.165 -0.678
H 2.926 1.289 -1.298
H 3.892 0.346 -2.431
H 4.789 0.066 1.821
H 5.293 0.228 3.511
H 3.323 1.713 0.857
H 2.083 3.847 1.049
H 1.747 4.883 3.270
H 2.670 3.782 5.288
H 3.901 1.656 5.080
H 2.102 0.901 -3.472
H 0.913 0.597 -5.577
H -0.253 -1.562 -6.027
H -0.220 -3.355 -4.320
O -0.530 -4.489 0.099
C -1.116 -3.377 -0.116
C -2.428 -3.038 -0.412
C -3.487 -4.001 -0.429
C -4.769 -3.621 -0.733
C -5.079 -2.283 -1.032
C -4.059 -1.325 -1.007
C -2.757 -1.667 -0.703
P -1.354 -0.515 -0.642
C -2.133 1.060 -1.179
C -2.782 1.954 -0.331
C -3.338 3.125 -0.830
C -3.256 3.415 -2.186
C -2.609 2.532 -3.040
C -2.044 1.369 -2.537
C -1.182 -0.224 1.164
C -0.107 0.552 1.596
C 0.113 0.776 2.946
C -0.732 0.203 3.887
C -1.799 -0.579 3.469
C -2.025 -0.789 2.116
H -3.247 -5.033 -0.208
H -5.555 -4.367 -0.749
H -6.093 -1.994 -1.274
H -4.300 -0.292 -1.232
H -2.853 1.731 0.726
H -3.839 3.811 -0.158
H -3.691 4.328 -2.574
H -2.536 2.753 -4.098
H -1.521 0.688 -3.200
H 0.578 0.972 0.865
H 0.954 1.377 3.267
H -0.547 0.355 4.943
H -2.453 -1.041 4.199
H -2.853 -1.409 1.794
```

As for the expectation value of S²: 6.17. As for the spin multiplicity: 5. The calculation puts the LUMO energy (alpha / beta) at 2.453 / 2.451 eV. As for the charge: -1.